Below is 2 unconnected molecules or ions with the total composition CH2ClI, with properties calculated with ωB97M-V/def2-TZVPD.

```
5
Properties=species:S:1:pos:R:3:forces:R:3:nbo_charge:R:1
C -0.6252 0.6681 -0.0666 1.42 0.67 -1.53 -0.418
Cl -1.6261 -0.6210 0.1428 -1.10 -1.16 -0.43 0.065
I 2.5066 -1.8798 0.0983 -0.09 0.10 -0.01 -0.018
H -0.0829 0.9146 -1.0114 -0.98 -0.51 0.73 0.197
H -0.1723 0.9180 0.8368 0.75 0.90 1.23 0.174
```
Forces are in eV/Å.

- Frontier orbital gap (alpha / beta): 10.04 / 5.30 eV
- E_LUMO (alpha / beta): -0.27 / -3.30 eV

***

Below is a gas-phase ion, C8H16N3O2 (charge +1), with properties calculated with ωB97M-V/def2-TZVPD.

```
29
Properties=species:S:1:pos:R:3:forces:R:3:nbo_charge:R:1
C 2.6352 -1.2308 -0.3606 1.02 0.11 0.49 -0.532
C 1.9645 -0.8244 0.7120 -1.74 0.04 0.17 0.211
C 2.2959 0.2473 1.7254 1.14 2.34 -0.93 -0.692
N 0.6550 -1.3361 0.8839 -0.14 0.97 0.59 -0.655
C -0.3567 -0.3680 1.1493 0.40 -1.02 2.04 -0.031
N -1.3666 -0.8264 2.2339 -0.36 -0.92 0.44 0.142
O -1.0280 -1.7491 2.9212 0.03 1.19 -1.26 -0.216
C -1.1729 0.0554 -0.0957 -1.18 -0.74 1.75 0.091
C -1.7938 -1.2783 -0.6386 -2.75 0.94 1.10 -0.623
C -2.0573 1.2444 0.2231 -1.72 -1.44 1.50 -0.660
N -0.3026 0.4230 -1.1336 3.00 -0.31 -1.40 -0.509
C -0.5019 1.3115 -2.0359 -0.07 0.47 1.76 0.549
O 0.1721 1.3357 -3.1234 0.53 0.78 -0.42 -0.558
H 2.2117 -1.9913 -0.9998 0.10 -0.08 -0.17 0.206
H 3.6816 -0.9910 -0.4106 0.24 0.02 -0.44 0.231
H 3.3358 0.6590 1.5103 -0.93 -1.09 0.80 0.259
H 2.0961 -0.0286 2.7983 0.41 0.21 -1.20 0.261
H 1.7368 1.2426 1.4695 0.59 -1.83 0.57 0.220
H 0.3503 -2.1656 0.4089 0.50 -0.22 -0.03 0.397
H 0.1343 0.3792 1.8352 -0.87 0.08 -1.48 0.270
H -2.6449 -1.5972 0.0582 1.60 -0.03 -0.57 0.261
H -0.9744 -1.9617 -0.7432 -0.20 -0.72 -0.09 0.206
H -2.3438 -1.2063 -1.5956 0.66 0.44 0.20 0.242
H -1.4794 2.1648 0.1585 -0.39 0.11 0.47 0.218
H -2.5712 1.0604 1.2202 1.18 0.58 -0.88 0.286
H -2.9365 1.2094 -0.4011 -0.12 0.60 -0.80 0.240
H 0.5631 -0.1479 -1.2057 -0.57 -0.10 -0.06 0.445
H -1.1233 2.1319 -1.6794 -0.56 -0.09 -1.44 0.232
H 0.9338 0.7470 -3.0134 0.22 -0.26 -0.71 0.510
```
Forces are in eV/Å.

- SMILES: C=C(C)N[C@H](N=O)C(C)(C)/[NH+]=C/O
- Net charge: +1
- Frontier orbital gap: 8.09 eV
- E_LUMO: -4.17 eV

***

Below is a molecular structure, C40H40CrN8O7S3, with properties calculated with ωB97M-V/def2-TZVPD.

```
99
Properties=species:S:1:pos:R:3:forces:R:3:mulliken_charge:R:1
Cr -0.7138 0.2615 0.1960 1.07 -0.03 0.04 -0.099
C 0.6040 -0.8850 6.6702 -0.07 0.03 -0.08 -1.692
C 0.7231 -0.5115 5.2202 -0.09 -0.27 -0.10 0.634
C 1.1830 0.7307 4.8424 -0.06 -0.11 -0.35 -1.250
C 1.2699 1.1305 3.4832 -0.21 -0.30 -0.04 1.020
C 1.7148 2.4234 3.2020 0.09 -0.05 0.78 -0.475
N 1.8398 3.0392 2.0110 -0.35 0.40 -1.24 0.761
C 2.6492 4.2402 1.9319 0.27 -0.18 0.13 -1.182
C 2.7637 4.8632 0.5373 -0.31 0.03 0.23 0.005
C 1.9031 6.1192 0.3148 0.85 0.07 -0.50 -1.171
N 0.4770 5.9138 0.4983 -1.18 -1.59 -0.23 -0.056
C -0.1772 4.8325 -0.0060 0.89 0.69 0.31 -0.603
C 0.2053 4.1125 -1.1379 -0.24 -0.33 0.00 -0.106
C 0.9651 4.6239 -2.2193 0.52 -0.06 -0.46 -0.990
C 1.5883 3.8054 -3.1221 -0.26 1.15 0.37 1.042
C 2.3510 4.3781 -4.2760 -0.03 -0.09 0.00 -1.619
C 1.5108 2.4044 -2.9772 -0.69 -0.64 0.80 -0.785
C 0.7059 1.8699 -1.9985 0.32 -0.07 -0.77 0.245
C 1.2846 -0.6078 -2.0251 -0.42 -2.18 0.21 -0.665
N 0.8260 -1.5698 -1.1349 0.45 0.91 -0.75 0.391
C 0.1007 -2.6671 -1.6814 -0.45 0.11 -0.15 -1.383
C -1.4047 -2.5125 -1.4181 0.44 -0.28 0.13 0.025
C -1.6621 -2.5620 0.0873 -0.65 -0.47 -0.73 -1.035
N -0.8664 -1.6039 0.8165 0.26 -0.73 1.50 0.873
C -0.3829 -1.9386 1.9620 -0.29 0.04 -0.46 -0.638
C 0.2770 -1.0452 2.8770 0.77 1.00 0.02 0.840
C 0.2992 -1.3989 4.2336 -0.09 0.08 0.22 -0.860
C 0.8217 0.2088 2.4653 -0.21 -0.96 1.91 0.050
O 0.9022 0.5468 1.2290 -0.21 0.39 -1.80 -0.302
C -0.0350 2.6991 -1.1060 -0.28 0.21 0.91 0.246
O -0.7468 2.1475 -0.1937 0.11 1.13 -0.50 -0.197
H 1.2090 -0.2252 7.2879 0.03 -0.02 0.11 0.381
H 0.9203 -1.9132 6.8343 0.04 -0.05 0.08 0.371
H -0.4355 -0.7995 6.9926 0.01 -0.02 0.11 0.296
H 1.4813 1.4389 5.6034 0.07 0.09 0.08 0.394
H 1.9750 3.0483 4.0474 0.06 0.00 0.10 0.410
H 1.6723 2.4717 1.1886 0.15 0.03 0.07 -0.705
H 3.6574 3.9959 2.2927 -0.03 0.17 0.01 0.412
H 2.2275 4.9688 2.6345 0.07 0.08 0.06 0.555
H 2.5218 4.1226 -0.2232 0.14 -0.06 -0.03 -0.128
H 3.7997 5.1579 0.3719 -0.02 0.04 -0.08 0.555
H 2.0985 6.4809 -0.6961 -0.01 0.12 0.17 0.343
H 2.2054 6.9060 1.0090 -0.08 -0.04 -0.05 0.502
H 0.1302 6.2136 1.3952 -0.13 0.05 -0.04 0.372
H -0.9923 4.4413 0.5863 -0.16 0.05 0.11 0.511
H 1.0046 5.6936 -2.3492 0.11 0.16 -0.07 0.666
H 2.3239 5.4662 -4.2655 -0.02 0.00 -0.05 0.408
H 1.9215 4.0147 -5.2077 0.06 0.08 -0.18 0.355
H 3.3899 4.0590 -4.2421 0.14 -0.05 -0.04 0.343
H 2.1052 1.7724 -3.6148 -0.07 -0.13 -0.11 0.785
H 1.1152 -0.8353 -3.1035 0.08 0.15 0.29 0.342
H 0.4474 -3.5866 -1.1857 -0.10 -0.21 -0.18 0.348
H 0.2739 -2.7839 -2.7645 -0.03 -0.10 0.06 0.383
H -1.9584 -3.3186 -1.9038 -0.20 0.01 0.07 0.588
H -1.7531 -1.5579 -1.8221 0.01 -0.12 -0.10 -0.244
H -1.4763 -3.5796 0.4588 -0.02 0.19 0.05 0.636
H -2.7172 -2.3050 0.2564 0.13 -0.17 0.11 0.167
H -0.5523 -2.9490 2.3436 0.01 -0.03 -0.22 0.369
H -0.0962 -2.3623 4.5227 -0.05 -0.15 0.05 0.456
N -5.0765 6.4452 -1.1319 -0.06 0.36 -0.02 -0.538
C -4.6990 5.1292 -1.1463 0.02 -0.42 -0.09 1.246
C -4.4388 4.4671 -2.3508 0.00 0.17 0.13 -0.900
C -4.1742 3.1131 -2.3632 0.05 -0.10 -0.04 -0.291
C -4.1588 2.3953 -1.1809 0.03 -0.62 -0.32 -0.289
C -4.3767 3.0442 0.0225 0.01 0.14 0.16 0.176
C -4.6359 4.3983 0.0434 0.09 -0.03 -0.07 -1.057
S -3.9934 0.6151 -1.2713 0.21 -0.30 0.03 1.306
O -3.6363 0.2276 -2.6021 0.25 0.36 -0.04 -0.752
O -5.1863 0.0322 -0.6993 0.10 0.28 -0.11 -0.753
N -2.7503 0.2475 -0.2675 -0.50 -0.03 -1.69 0.318
C -3.0281 0.3582 1.0203 -0.92 0.01 1.24 -0.996
S -4.5452 0.1360 1.8281 0.27 -0.12 0.91 -0.103
C -3.7155 0.4717 3.3322 0.07 -0.08 -0.37 -0.664
C -2.3995 0.6890 3.1240 -0.16 -0.05 0.61 -0.877
N -2.0176 0.6121 1.8201 0.10 0.17 -0.96 0.835
H -4.9179 6.9928 -1.9588 0.01 0.07 0.07 0.195
H -5.0644 6.9376 -0.2556 0.03 0.02 -0.11 0.193
H -4.4679 5.0253 -3.2744 -0.01 0.03 -0.15 0.311
H -3.9900 2.5843 -3.2843 0.01 0.01 -0.18 0.548
H -4.3572 2.5011 0.9517 -0.05 0.05 0.08 0.128
H -4.8173 4.8956 0.9849 -0.05 0.05 0.12 0.321
H -4.2511 0.4885 4.2589 -0.07 0.07 0.23 0.526
H -1.6590 0.9364 3.8637 0.10 -0.05 0.21 0.497
O 5.7351 1.0800 -2.1727 -0.21 0.02 0.18 -0.677
S 5.0789 -0.0956 -2.6726 0.51 -0.03 0.12 1.200
O 5.5716 -0.6338 -3.9066 -0.36 -0.28 0.21 -0.683
N 3.4300 0.1923 -2.7943 0.39 -0.19 -0.08 -0.491
C 2.7852 -0.4368 -1.8799 -0.24 0.65 -0.43 0.171
O 0.4497 0.5517 -1.7296 -0.37 1.76 0.33 0.034
C 3.5788 -1.2546 -0.9494 0.73 -0.54 0.66 0.379
C 3.1994 -1.9780 0.1816 -0.04 0.09 0.02 0.543
C 4.1340 -2.7981 0.7946 0.20 0.07 0.06 -1.203
C 5.4370 -2.8905 0.3189 -0.01 0.18 -0.09 -0.507
C 5.8495 -2.1063 -0.7539 0.26 -0.09 0.00 -0.733
C 4.9136 -1.3014 -1.3534 -0.69 0.50 -0.33 -0.104
H 2.1880 -1.9041 0.5491 0.04 -0.02 -0.11 0.501
H 3.8481 -3.3738 1.6656 -0.04 0.00 -0.01 0.458
H 6.1407 -3.5526 0.8004 0.07 -0.06 0.02 0.399
H 6.8653 -2.1347 -1.1188 0.09 -0.02 0.02 0.442
```
Forces are in eV/Å.

- <S²>: 6.072
- Multiplicity: 5
- Frontier orbital gap (alpha / beta): 4.22 / 5.55 eV
- E_LUMO (alpha / beta): -1.30 / -1.31 eV

***

Below is 7 unconnected molecules or ions with the total composition C13H21F3N4O17, with properties calculated with ωB97M-V/def2-TZVPD.

```
58
Properties=species:S:1:pos:R:3:forces:R:3:nbo_charge:R:1
C 19.6867 -4.0539 -4.9764 1.31 -0.51 0.06 -0.491
N 19.3889 -4.5780 -3.5839 0.06 0.33 0.89 0.531
O 20.3277 -5.0456 -2.9275 -0.65 0.64 -1.08 -0.411
O 18.2438 -4.5797 -3.1727 0.37 0.16 -0.53 -0.364
H 20.7525 -3.8267 -5.0006 -0.01 -0.38 0.23 0.228
H 19.2174 -3.1459 -5.3549 -0.95 -0.46 0.71 0.247
H 19.5053 -4.9393 -5.5856 -0.15 0.37 -0.34 0.261
C 20.2923 -7.8386 -3.5633 1.01 0.67 0.31 -0.483
N 20.0044 -9.2585 -3.5742 -1.17 -1.92 0.70 0.522
O 19.3576 -9.7054 -4.4846 -0.13 0.01 -1.02 -0.353
O 20.2625 -9.9365 -2.5806 0.61 0.86 -0.19 -0.411
H 20.4904 -7.4224 -4.5510 -0.31 -0.44 -0.07 0.233
H 21.2001 -7.7580 -2.9653 -0.41 0.49 0.25 0.232
H 19.3997 -7.3858 -3.1314 0.34 0.16 0.14 0.256
C 19.9758 -14.2331 -5.7080 0.92 0.70 0.87 -0.481
N 20.6431 -12.9006 -5.8794 0.39 1.44 0.06 0.526
O 19.9623 -12.0594 -6.4512 0.76 -0.82 0.33 -0.364
O 21.7749 -12.6859 -5.4374 -1.07 -0.65 -0.45 -0.399
H 19.0318 -13.9353 -5.2514 -0.33 -0.55 -0.79 0.250
H 20.5379 -14.7922 -4.9599 0.15 -0.01 -0.31 0.219
H 20.0336 -14.6814 -6.6998 -0.72 -0.10 0.27 0.242
C 16.9226 -9.6183 -10.7240 -1.29 -0.14 0.11 -0.487
N 16.3360 -10.3788 -9.6057 0.30 2.93 -4.00 0.345
O 15.5970 -11.3096 -9.9309 -2.25 -3.14 -0.97 -0.670
O 16.8302 -10.2503 -8.5031 2.50 0.57 5.19 -0.686
H 17.1758 -8.5979 -10.4361 0.14 -0.09 0.21 0.181
H 16.0872 -9.6027 -11.4240 0.28 0.23 -0.41 0.196
H 17.7682 -10.1173 -11.1974 0.36 -0.24 0.05 0.158
C 19.7002 -9.2692 -7.5375 1.06 -2.44 0.03 -0.146
C 20.7503 -9.1452 -8.6554 -2.22 -1.97 2.59 0.438
O 20.8480 -7.8004 -8.6508 2.11 2.23 -1.89 -0.517
C 19.7941 -7.1906 -8.1053 -2.31 2.73 -0.95 0.973
O 19.5881 -5.9997 -8.2325 0.72 -1.30 0.61 -0.614
O 18.9409 -8.0421 -7.5632 1.51 -1.23 0.25 -0.436
F 20.2401 -9.7423 -9.7609 0.63 0.71 -1.04 -0.333
H 20.3460 -9.4168 -6.6720 -0.68 0.68 0.75 0.182
H 19.1698 -10.2135 -7.6600 -0.96 0.76 -0.03 0.279
H 21.6990 -9.6021 -8.3738 0.04 -0.01 -0.43 0.150
C 15.7470 -6.9747 -6.9694 1.01 0.35 -1.10 -0.143
C 16.4426 -6.4778 -5.7551 -0.67 -0.42 1.08 0.440
O 17.0317 -5.2424 -6.0549 -0.85 0.15 0.11 -0.498
C 16.7643 -4.9109 -7.3458 1.31 -0.13 -2.37 0.987
O 17.1053 -3.8587 -7.8687 -1.40 -2.89 1.43 -0.573
O 16.2359 -6.0585 -7.9971 -0.03 1.53 0.95 -0.487
F 17.4101 -7.3250 -5.2629 -0.30 0.51 -0.17 -0.340
H 14.6659 -6.8989 -6.8531 0.05 0.19 -0.29 0.184
H 16.0281 -8.0212 -7.0871 0.15 -0.06 -0.94 0.276
H 15.6016 -6.4315 -5.0634 0.87 0.61 1.20 0.149
C 23.9520 -6.4178 -7.0727 -1.32 -0.66 0.77 -0.147
C 22.8463 -5.4479 -7.0343 -1.52 1.47 -0.45 0.435
O 23.4071 -4.2552 -6.5176 -0.12 -1.22 -1.12 -0.483
C 24.7631 -4.3679 -6.6501 0.20 2.38 2.98 0.963
O 25.4109 -3.4119 -6.2634 0.02 -2.63 -1.74 -0.560
O 25.1202 -5.6498 -6.9562 0.78 1.13 -0.45 -0.468
F 21.8707 -5.8920 -6.1587 0.33 0.29 -0.52 -0.349
H 23.8016 -7.0372 -7.9569 0.99 -0.10 0.11 0.219
H 23.6672 -6.9161 -6.1460 1.22 -1.00 0.07 0.211
H 22.4215 -5.2738 -8.0229 -0.66 0.21 0.31 0.179
```
Forces are in eV/Å.

- <S²>: 0.753
- Multiplicity: 2
- Net charge: -1
- Frontier orbital gap (alpha / beta): 2.67 / 6.33 eV
- E_LUMO (alpha / beta): 1.99 / 1.99 eV

***

Which relative energy (zero: lowest compared OMol25 entry of this formula, charge and spin) belongs to each record? In order, 51.9; 109.9; 75.1; 7.5 kcal/mol.
Which strongest force on any atom belongs to each record? In order, 0.043; 0.065; 0.043; 0.113 Eh/bohr.